{"formula": "C49H113N9O8", "method": "wB97M-V/def2-TZVPD", "homo_energy_ev": -6.7, "lumo_ev": 0.29, "multiplicity": 1, "homo_lumo_gap_ev": 6.9, "max_force_ev_per_a": 12.3, "charge": 0, "species": ["C", "C", "C", "C", "C", "C", "N", "O", "C", "C", "C", "H", "H", "H", "H", "H", "H", "H", "H", "H", "H", "H", "H", "H", "H", "H", "H", "H", "H", "H", "C", "C", "C", "C", "C", "C", "N", "O", "C", "C", "C", "H", "H", "H", "H", "H", "H", "H", "H", "H", "H", "H", "H", "H", "H", "H", "H", "H", "H", "H", "C", "C", "C", "C", "C", "C", "N", "O", "C", "C", "C", "H", "H", "H", "H", "H", "H", "H", "H", "H", "H", "H", "H", "H", "H", "H", "H", "H", "H", "H", "C", "C", "C", "C", "C", "C", "N", "O", "C", "C", "C", "H", "H", "H", "H", "H", "H", "H", "H", "H", "H", "H", "H", "H", "H", "H", "H", "H", "H", "H", "C", "C", "C", "O", "C", "N", "H", "H", "H", "H", "H", "H", "H", "H", "H", "H", "H", "C", "C", "C", "O", "C", "N", "H", "H", "H", "H", "H", "H", "H", "H", "H", "H", "H", "C", "C", "C", "O", "C", "N", "H", "H", "H", "H", "H", "H", "H", "H", "H", "H", "H", "C", "O", "N", "N", "H", "H", "H", "H"], "positions_angstrom": [[-2.0440, 0.2224, -1.2377], [-3.1823, 0.9495, -0.5502], [-3.3722, 0.4054, 0.8739], [-2.3793, 1.0179, 1.9574], [-2.6099, 2.4999, 1.9927], [-2.5033, 3.1725, 0.6077], [-3.1497, 2.4059, -0.5005], [-3.1563, 2.9937, -1.7581], [-3.3713, 4.5215, 0.7636], [-0.9877, 3.4651, 0.3054], [-4.3940, 0.5062, -1.3147], [-2.1405, -0.8579, -1.1297], [-1.0943, 0.6347, -0.8969], [-1.9884, 0.4325, -2.3059], [-4.3289, 0.8338, 1.1725], [-3.5051, -0.6765, 0.8749], [-1.3822, 0.6996, 1.6531], [-2.5930, 0.6657, 2.9666], [-1.8165, 2.8404, 2.6580], [-3.6007, 2.6915, 2.4046], [-2.9569, 5.2920, 1.4137], [-3.3268, 4.9310, -0.2456], [-4.4102, 4.3592, 1.0507], [-0.6447, 4.4446, 0.6385], [-0.3706, 2.6900, 0.7598], [-0.7663, 3.2970, -0.7486], [-5.2928, 0.9278, -0.8649], [-4.6894, -0.5173, -1.0837], [-4.3666, 0.7388, -2.3793], [-4.0182, 3.4146, -1.7188], [1.6947, 2.0434, 0.1508], [3.2821, 2.2780, 0.0802], [4.0695, 1.0195, 0.5614], [4.1959, -0.0478, -0.4572], [4.7311, 0.5388, -1.7125], [4.0872, 1.8124, -2.3616], [3.7761, 2.7437, -1.2787], [3.2964, 3.9121, -1.7438], [5.2303, 2.4187, -3.2311], [2.8112, 1.3713, -3.1204], [3.4278, 3.5478, 1.0634], [1.1117, 2.8915, -0.2084], [1.3739, 1.7537, 1.1514], [1.2719, 1.2472, -0.4620], [5.0618, 1.3361, 0.8828], [3.4332, 0.6432, 1.3624], [3.2284, -0.4982, -0.6790], [4.6346, -0.9270, 0.0148], [4.7626, -0.2168, -2.4975], [5.7938, 0.6679, -1.5076], [5.7977, 1.6946, -3.8157], [4.6936, 3.0464, -3.9425], [5.9754, 3.0073, -2.6958], [2.4238, 2.2491, -3.6375], [2.9149, 0.5356, -3.8125], [2.1641, 0.9378, -2.3579], [3.3186, 3.2465, 2.1052], [2.7019, 4.3241, 0.8212], [4.3887, 4.0430, 0.9239], [3.9065, 4.5336, -1.3400], [-0.0890, -0.3202, 1.3770], [-0.0365, -1.6445, 0.5158], [0.0793, -1.3449, -0.9740], [1.4942, -0.8423, -1.4087], [2.5103, -1.9544, -1.0229], [2.4683, -2.4450, 0.4329], [1.0775, -2.5900, 0.8388], [1.0547, -2.8591, 2.2153], [3.2231, -3.8664, 0.5220], [3.2391, -1.4450, 1.3128], [-1.4289, -2.2695, 0.8063], [0.8208, 0.2762, 1.3084], [-0.3748, -0.4177, 2.4244], [-0.8201, 0.3662, 0.9499], [-0.3243, -2.2463, -1.4353], [-0.6643, -0.5737, -1.1750], [1.7944, 0.1221, -0.9988], [1.5816, -0.7203, -2.4883], [3.4978, -1.5301, -1.2040], [2.3373, -2.8260, -1.6542], [4.2840, -3.7455, 0.3030], [3.0960, -4.4714, 1.4197], [2.8968, -4.5738, -0.2404], [2.8800, -0.4464, 1.5619], [3.3722, -1.8608, 2.3115], [4.2599, -1.3253, 0.9501], [-1.5905, -2.5929, 1.8346], [-1.5442, -3.1177, 0.1314], [-2.2573, -1.6455, 0.4711], [0.6055, -3.7071, 2.2417], [1.2019, 0.6356, 2.9256], [0.8764, 2.1335, 3.1695], [-0.6064, 2.1306, 3.3364], [-1.2453, 3.3933, 3.8939], [-0.6662, 3.6811, 5.2438], [0.9076, 3.7100, 5.2747], [1.4946, 2.5999, 4.4453], [2.9415, 2.6074, 4.4175], [1.3743, 5.0985, 4.7837], [1.2740, 3.5935, 6.7721], [1.2565, 3.0168, 1.8785], [2.2479, 0.5384, 2.6349], [0.6701, 0.0329, 2.1894], [1.0237, 0.0852, 3.8494], [-0.9065, 2.0178, 2.2946], [-1.0128, 1.2889, 3.8971], [-2.3331, 3.3495, 3.8393], [-0.9549, 4.1809, 3.1986], [-0.9153, 2.7610, 5.7725], [-1.1482, 4.4431, 5.8563], [1.1372, 5.8325, 5.5538], [2.4565, 5.2204, 4.7390], [0.7994, 5.3468, 3.8915], [2.3501, 3.4285, 6.7176], [1.0547, 4.5135, 7.3141], [0.7491, 2.7943, 7.2954], [0.9850, 2.5320, 0.9407], [2.3409, 3.0543, 1.7754], [1.0134, 4.0783, 1.9252], [3.2606, 1.7737, 4.7705], [-5.2520, -2.1768, 0.6941], [-5.3300, -2.8059, 2.1255], [-3.9669, -2.7328, 2.9316], [-2.7546, -3.2695, 2.2757], [-1.7365, -3.6958, 3.0998], [-6.4233, -2.1070, 2.7957], [-4.6404, -2.9039, 0.1598], [-4.7835, -1.1964, 0.6085], [-6.2083, -2.3564, 0.2029], [-5.7269, -3.7943, 1.8940], [-4.0506, -3.3788, 3.8055], [-3.6793, -1.7281, 3.2413], [-0.9750, -4.0473, 2.4035], [-1.9787, -4.5052, 3.7885], [-1.3970, -2.8761, 3.7329], [-7.1957, -2.3648, 2.1980], [-6.3910, -2.5780, 3.6885], [-0.6802, 0.7596, -4.1747], [-1.8491, -0.2995, -4.5158], [-2.6961, -0.7130, -3.3685], [-1.9872, -1.7686, -2.6539], [-2.6922, -2.5058, -1.6639], [-2.6930, 0.2416, -5.5990], [-0.9101, 1.7501, -3.7821], [-0.0995, 1.0018, -5.0648], [0.1286, 0.3708, -3.5561], [-1.4206, -1.2232, -4.9048], [-3.6400, -1.0874, -3.7647], [-3.0152, 0.0942, -2.7092], [-3.3388, -1.8955, -1.0335], [-2.1159, -3.0749, -0.9344], [-3.3037, -3.2295, -2.2029], [-2.0662, 0.2227, -6.3907], [-2.8360, 1.2277, -5.4341], [-0.9396, -3.4266, -5.6399], [0.5199, -2.9562, -5.7837], [1.3851, -2.5771, -4.5074], [2.6499, -2.1011, -4.9423], [3.5224, -1.7907, -3.8362], [1.1292, -4.1199, -6.4398], [-0.9995, -4.4075, -5.1683], [-1.3917, -3.6038, -6.6158], [-1.5477, -2.7366, -5.0550], [0.5818, -2.1243, -6.4853], [1.4285, -3.4460, -3.8507], [0.7683, -1.8466, -3.9839], [4.4717, -1.4577, -4.2557], [3.7464, -2.7013, -3.2805], [3.2019, -0.9444, -3.2286], [2.1094, -3.9006, -6.3345], [1.0472, -4.9544, -5.8768], [0.0808, -4.9554, 0.2355], [-0.0154, -4.7337, 1.4393], [0.4217, -4.0778, -0.6647], [0.0087, -6.1344, -0.2410], [0.8232, -3.1862, -0.4115], [0.5919, -4.3572, -1.6202], [0.0731, -6.2883, -1.2372], [-0.1489, -6.9352, 0.3540]], "atomic_forces_ev_per_a": [[0.802, 3.901, 1.965], [0.094, -0.415, 0.157], [0.089, 1.770, 1.411], [-3.423, -1.074, -2.003], [-2.073, -0.429, -2.851], [-0.499, 1.444, 0.069], [-0.271, -0.904, 2.544], [0.346, 0.361, -0.210], [1.276, -0.694, -1.346], [-1.640, -0.787, -0.799], [-2.533, 0.387, 0.585], [0.107, 2.221, 0.620], [-0.563, 0.606, 0.781], [1.636, 1.267, 2.408], [-0.468, -0.256, 0.102], [0.919, 0.896, 0.226], [-3.667, 2.024, 2.509], [-0.108, -0.600, -0.149], [-3.586, 0.571, -3.602], [-0.213, 0.094, 0.022], [0.327, -0.305, 0.213], [-0.348, 0.470, -0.012], [0.112, -0.396, -0.059], [-0.031, -0.146, -0.014], [-1.299, 0.600, 0.197], [-0.434, 0.662, -0.351], [-0.088, 0.958, -0.124], [0.762, -0.334, -0.953], [-0.581, -0.019, 0.415], [-0.111, 0.258, -0.625], [5.065, -6.828, -8.866], [-1.310, 1.523, -0.805], [-0.522, 2.408, 0.132], [-0.835, 2.214, -0.864], [1.356, -0.359, -0.817], [1.312, -1.526, 1.222], [1.535, -3.114, 1.929], [-1.190, 1.810, -0.212], [-1.352, 0.234, -0.658], [0.589, 0.592, 0.277], [4.227, 0.558, -2.428], [0.882, 0.107, -1.093], [2.808, -5.246, -1.964], [0.632, 0.420, -0.905], [-0.009, 0.159, 0.393], [1.476, 1.501, 0.011], [1.218, 2.944, 1.307], [1.987, 1.487, -2.684], [-0.020, 0.007, -0.068], [0.249, 0.737, -0.183], [-0.312, -0.377, 0.069], [0.462, 0.404, -0.222], [-0.365, -0.009, 0.371], [-0.485, -0.158, 0.089], [0.463, 0.731, -0.450], [-0.104, 1.227, -0.577], [2.975, 0.901, 0.176], [0.198, -0.077, -0.025], [0.692, -0.321, -0.253], [-0.056, 0.621, -0.277], [-2.920, -4.807, -8.791], [-0.335, 1.580, 0.644], [0.941, 1.079, 0.095], [-0.916, -2.899, 0.275], [-0.828, -1.426, -0.758], [0.911, 0.629, 0.417], [0.185, 2.951, 3.843], [1.267, 2.163, 0.896], [-0.603, 0.439, -0.641], [0.029, -2.100, 2.637], [2.924, 0.279, -1.074], [-0.981, -1.327, -4.606], [-1.341, -1.583, -0.861], [2.225, -1.913, -2.392], [0.993, 0.619, -0.681], [2.475, -1.879, -0.103], [-0.559, -1.107, 0.143], [-0.571, -0.290, 0.275], [-0.409, -2.733, -1.015], [0.001, 0.085, -0.228], [0.103, 0.300, 0.294], [-0.009, 0.775, 0.480], [-0.330, 0.300, -0.410], [-0.954, -2.023, -0.779], [-0.341, -0.443, 0.163], [-1.236, -1.283, 2.252], [1.925, 2.462, -2.466], [0.710, -0.262, 2.019], [0.934, 0.109, 0.737], [0.140, -0.413, -0.116], [4.675, 3.333, 5.960], [0.969, 0.807, 0.107], [1.772, -0.011, 0.984], [1.690, 2.040, 1.590], [0.848, -1.977, 0.355], [-0.453, 1.014, -0.104], [-0.412, -1.059, 1.135], [-0.873, 1.239, -0.576], [-0.384, 0.045, 0.782], [0.689, -0.343, -0.946], [-2.483, 4.178, 8.957], [0.177, 0.200, 0.885], [4.126, 2.608, 6.550], [0.402, 0.102, 0.574], [1.890, -0.399, 1.535], [0.519, -0.145, 0.221], [0.368, 0.359, 1.499], [-0.135, 0.480, -0.126], [0.014, -0.217, 0.524], [0.377, 0.524, -0.408], [-0.505, 0.126, 0.013], [0.031, -0.452, -0.756], [0.637, 0.227, -0.246], [0.114, -0.077, 0.806], [0.091, 0.090, -0.202], [0.210, -0.262, -0.238], [-4.746, 6.262, 5.331], [-4.999, -1.612, 1.438], [-0.424, 0.463, 0.919], [-0.554, -0.320, 0.190], [0.710, -2.115, 0.553], [1.085, 1.539, -2.169], [0.476, -1.501, -0.186], [-6.712, -1.915, 1.164], [0.155, -0.729, 2.204], [1.568, 0.079, 0.550], [0.465, 0.163, -0.284], [-1.461, -0.676, 0.206], [-0.296, 0.804, 0.071], [1.041, -0.750, 0.480], [-0.440, 0.287, 0.447], [-0.553, 0.328, 0.001], [-0.894, 0.290, 1.257], [-0.530, -0.283, -0.055], [0.355, 0.288, 0.147], [-0.707, 0.061, 0.789], [-1.389, 0.144, 0.473], [0.469, -1.054, -0.512], [1.320, 1.958, -0.204], [-2.183, -2.647, -1.089], [-0.121, -0.026, -1.210], [-1.917, -1.088, -1.929], [0.426, -0.300, 0.163], [-0.834, -0.186, 0.257], [-0.329, -0.206, -0.601], [-0.339, -0.307, 0.507], [0.313, 0.769, 0.154], [-0.057, -0.647, -0.368], [-0.762, -1.540, -2.274], [-0.200, -0.189, -0.503], [0.061, 0.390, -2.091], [-0.491, -0.100, 0.018], [-0.203, 0.073, -0.531], [-0.235, 0.253, 0.128], [-0.044, 0.569, 0.817], [0.203, -1.602, 0.388], [-2.151, 0.218, -1.259], [-0.269, 0.108, 0.917], [0.442, -0.386, -1.277], [1.349, 0.636, -0.418], [0.230, -0.014, 0.369], [0.195, 0.408, -0.124], [-0.137, -0.629, -0.170], [0.010, 0.152, 0.047], [0.428, -0.340, 0.071], [0.376, 0.497, 0.309], [-0.001, -0.077, -0.383], [-0.211, 0.105, 0.279], [-0.291, -1.057, -0.148], [0.684, -0.295, -0.721], [-0.520, -0.114, 0.294], [1.581, 2.027, 1.062], [-0.249, -2.572, -0.338], [-0.330, -0.270, -4.787], [-1.015, -5.885, -1.754], [-0.781, -1.519, 0.131], [-0.318, -0.497, 0.061], [-0.023, -0.148, 0.396], [-0.117, 0.315, -0.084]]}